No. 1
DFT (ωB97M-V/def2-TZVPD) results for a molecular structure, C30H47ClP2Y.

Output
- LUMO level (spin up / spin down) (eV) = -2.915 / -3.200
- gap between HOMO and LUMO (spin up / spin down) (eV) = 6.4 / 6.0
- E_HOMO (spin up / spin down) (eV) = -9.3019 / -9.1803
- total charge = +1
- relative energy (zero: lowest compared OMol25 entry of this formula, charge and spin) (kcal/mol) = 154.75

XYZ file:
```
81
Properties=species:S:1:pos:R:3:mulliken_charge:R:1
Y -0.133 1.641 -1.060 -1.17
C -0.695 -2.378 2.047 0.57
C 0.510 -2.690 1.359 0.65
C 1.044 -1.432 3.206 0.29
C -0.369 -1.577 3.171 0.65
C 1.585 -2.080 2.063 0.72
C -2.063 -2.801 1.689 -1.45
H -2.039 -3.640 0.983 0.45
H -2.637 -1.976 1.236 0.10
H -2.612 -3.124 2.587 0.51
C -1.324 -0.986 4.133 -1.54
H -2.288 -1.509 4.086 0.38
H -1.507 0.081 3.921 0.11
H -0.931 -1.058 5.158 0.38
C 1.825 -0.730 4.246 -1.34
H 1.248 -0.659 5.177 0.32
H 2.093 0.294 3.942 0.13
H 2.760 -1.271 4.455 0.42
C 3.014 -2.064 1.681 -1.49
H 3.656 -2.316 2.540 0.48
H 3.319 -1.061 1.328 0.11
H 3.212 -2.777 0.872 0.36
C 0.624 -3.557 0.166 -1.32
H 0.496 -4.622 0.423 0.40
H 1.604 -3.450 -0.316 0.31
H -0.144 -3.316 -0.584 -0.05
C -2.024 0.790 -1.861 -0.36
C -2.109 -0.220 -2.996 0.20
C -1.029 -1.237 -3.303 -1.12
C 0.430 -0.749 -3.252 -1.40
C 0.969 -0.284 -1.860 1.86
C 2.020 0.910 -2.045 -1.51
C 1.658 2.407 -2.407 -0.76
C 0.340 2.578 -3.142 -1.04
H -1.222 -1.609 -4.325 0.38
H 0.598 0.009 -4.033 0.57
H -1.124 -2.145 -2.688 0.23
H 0.233 1.937 -4.024 0.31
H -1.882 1.888 -2.106 0.65
H -2.568 0.154 -3.930 0.62
H 0.088 3.627 -3.341 0.33
H 1.713 3.068 -1.497 0.38
H 2.541 0.591 -2.964 0.94
H 2.474 2.782 -3.042 0.60
H 1.047 -1.608 -3.559 0.38
H 1.608 -1.101 -1.489 0.44
P -3.607 -0.970 -2.009 0.76
C -5.166 -0.462 -2.688 -1.27
C -3.355 -2.661 -1.564 -0.79
P 3.769 0.665 -0.973 0.37
C -2.857 0.174 -0.867 -0.72
C 4.537 -0.634 -2.009 -1.22
C 4.666 2.145 -1.592 -1.30
H -5.471 0.487 -2.226 0.38
H -5.919 -1.223 -2.433 0.41
H -5.111 -0.356 -3.782 0.41
H -2.340 -2.811 -1.174 -0.21
H -3.534 -3.343 -2.407 0.49
H -4.079 -2.894 -0.769 0.47
H 4.474 2.368 -2.652 0.37
H 5.741 1.961 -1.452 0.47
H 4.363 3.008 -0.979 0.35
H -3.136 0.511 0.142 0.52
H 0.189 -0.355 -1.013 -0.14
H 4.898 -1.384 -1.294 0.34
H 5.394 -0.228 -2.561 0.44
H 3.836 -1.124 -2.696 0.38
Cl -0.890 4.149 -0.191 -0.26
C -1.066 3.710 1.535 0.63
C -2.092 4.287 2.266 -0.69
C -2.204 4.001 3.638 -0.52
C -1.242 3.200 4.264 -0.57
C -0.249 2.578 3.512 -0.48
C -0.189 2.746 2.097 0.63
C 0.694 1.931 1.270 -0.66
H -2.815 4.938 1.776 0.43
H -3.029 4.425 4.210 0.39
H -1.283 3.048 5.348 0.39
H 0.505 1.955 4.003 0.37
H 1.596 2.462 0.909 0.52
H 0.957 0.965 1.719 -0.38
```

---

No. 2
DFT (ωB97M-V/def2-TZVPD) results for C3H6N2O in the gas phase.

Output
- LUMO level (eV) = 0.934
- gap between HOMO and LUMO (eV) = 11.1
- SMILES = CN1C(=O)N1C
- E_HOMO (eV) = -10.2026
- relative energy (zero: lowest compared OMol25 entry of this formula, charge and spin) (kcal/mol) = 80.78

XYZ file:
```
12
Properties=species:S:1:pos:R:3:mulliken_charge:R:1
C -0.278 1.846 0.096 -0.70
N 0.157 0.583 -0.450 -0.27
C 1.261 -0.087 -0.038 0.77
O 2.558 -0.119 -0.042 -0.60
N 0.124 -0.631 0.451 -0.21
C -0.536 -1.802 -0.073 -0.76
H 0.010 2.612 -0.623 0.28
H -1.362 1.828 0.192 0.27
H 0.176 2.067 1.067 0.31
H 0.030 -2.683 0.226 0.31
H -1.537 -1.846 0.357 0.25
H -0.603 -1.769 -1.164 0.35
```

---

No. 3
DFT (ωB97M-V/def2-TZVPD) results for C4H7NO in the gas phase.

Output
- LUMO level (eV) = 1.061
- gap between HOMO and LUMO (eV) = 9.8
- SMILES = [H]/N=C/C/C=C/O
- E_HOMO (eV) = -8.7508
- relative energy (zero: lowest compared OMol25 entry of this formula, charge and spin) (kcal/mol) = 52.21

XYZ file:
```
13
Properties=species:S:1:pos:R:3:mulliken_charge:R:1
H -0.684 -2.238 2.227 0.25
N -0.967 -1.551 1.531 -0.62
C -0.337 -0.460 1.692 -0.03
C -0.448 0.579 0.622 -0.35
C 0.371 0.063 -0.525 -0.65
C 0.741 0.846 -1.528 0.13
O 0.908 0.384 -2.793 -0.50
H 0.415 -0.281 2.469 0.37
H -1.482 0.613 0.257 0.18
H -0.164 1.592 0.929 0.33
H 0.367 -1.022 -0.649 0.25
H 0.874 1.919 -1.421 0.33
H 0.405 -0.444 -2.811 0.31
```

---

No. 4
DFT (ωB97M-V/def2-TZVPD) results for C17H18FNO3 in the gas phase.

Output
- LUMO level (eV) = 0.552
- gap between HOMO and LUMO (eV) = 9.8
- SMILES = O=C(COC(=O)[C@@H]1C[C@H]2C=C[C@@H]1C2)NCc1ccc(F)cc1
- E_HOMO (eV) = -9.2139
- relative energy (zero: lowest compared OMol25 entry of this formula, charge and spin) (kcal/mol) = 0.00

XYZ file:
```
40
Properties=species:S:1:pos:R:3:mulliken_charge:R:1
O 1.730 2.889 -1.992 -0.67
C 1.138 1.967 -1.475 0.62
C -0.240 1.535 -1.984 -0.52
O -0.853 0.521 -1.200 -0.40
C -0.784 -0.746 -1.655 -0.01
O -0.205 -1.060 -2.660 -0.59
C -1.554 -1.670 -0.748 0.46
C -0.991 -3.102 -0.733 -1.19
C -2.169 -3.951 -1.268 -0.15
C -3.251 -3.857 -0.223 -0.52
C -3.737 -2.623 -0.262 -0.75
C -2.988 -1.878 -1.336 -0.23
C -2.725 -3.005 -2.337 -0.83
N 1.619 1.235 -0.455 0.01
C 2.890 1.524 0.179 -1.43
C 2.688 2.182 1.520 0.49
C 2.196 3.482 1.574 -0.22
C 1.968 4.099 2.790 -0.61
C 2.240 3.398 3.951 0.35
F 2.022 3.992 5.143 -0.32
C 2.729 2.105 3.928 -0.52
C 2.947 1.501 2.702 -0.39
H -0.903 2.403 -1.973 0.38
H -0.119 1.184 -3.015 0.32
H -1.614 -1.213 0.241 0.66
H -0.681 -3.413 0.263 0.37
H -0.140 -3.178 -1.411 0.39
H -1.887 -4.953 -1.580 0.49
H -3.507 -4.651 0.454 0.46
H -4.475 -2.173 0.376 0.44
H -3.450 -0.965 -1.705 0.53
H -1.998 -2.743 -3.103 0.33
H -3.638 -3.375 -2.799 0.32
H 1.020 0.553 -0.017 0.19
H 3.421 2.198 -0.498 0.42
H 3.455 0.594 0.286 0.47
H 1.995 4.009 0.654 0.45
H 1.590 5.107 2.848 0.44
H 2.931 1.590 4.853 0.42
H 3.330 0.491 2.668 0.33
```

---

No. 5
DFT (ωB97M-V/def2-TZVPD) results for a molecular structure, C7H18BCl2CoF4N2.

Output
- LUMO level (spin up / spin down) (eV) = -4.780 / -4.068
- gap between HOMO and LUMO (spin up / spin down) (eV) = 9.8 / 10.4
- 2S+1 = 2
- E_HOMO (spin up / spin down) (eV) = -14.5844 / -14.4546
- total charge = +1

XYZ file:
```
35
Properties=species:S:1:pos:R:3:mulliken_charge:R:1
Co -0.214 0.505 0.455 0.36
C -2.251 -1.012 -0.899 -1.15
N -0.873 -1.176 -0.364 0.87
C -0.871 -2.264 0.642 -1.03
C 0.079 -1.490 -1.467 -0.83
C 1.494 -1.148 -1.020 -0.86
N 1.522 0.251 -0.509 0.79
C 2.754 0.494 0.272 -1.15
C 1.483 1.214 -1.644 -1.11
H -2.568 -1.941 -1.379 0.35
H -2.275 -0.192 -1.612 0.39
H -2.928 -0.775 -0.082 0.32
H -1.168 -3.204 0.170 0.31
H -1.578 -2.026 1.433 0.36
H 0.119 -2.381 1.080 0.28
H -0.211 -0.900 -2.335 0.48
H -0.001 -2.544 -1.742 0.38
H 2.201 -1.260 -1.846 0.38
H 1.822 -1.806 -0.215 0.41
H 3.633 0.351 -0.361 0.34
H 2.802 -0.192 1.116 0.37
H 2.753 1.518 0.643 0.36
H 2.342 1.042 -2.297 0.36
H 1.521 2.230 -1.256 0.36
H 0.560 1.116 -2.209 0.36
F -1.627 1.633 0.082 -0.58
B -2.190 2.754 -1.089 0.54
F -1.243 2.564 -2.053 -0.31
F -3.401 2.235 -1.361 -0.28
F -2.126 3.905 -0.409 -0.26
Cl 0.577 1.469 2.750 -0.04
C 0.032 0.543 4.195 -0.35
Cl 0.092 -1.185 3.922 -0.11
H -0.983 0.855 4.405 0.34
H 0.722 0.816 4.984 0.35
```

---

No. 6
DFT (ωB97M-V/def2-TZVPD) results for 2 unconnected molecules or ions with the total composition C9H11O3.

Output
- LUMO level (eV) = 3.477
- gap between HOMO and LUMO (eV) = 7.1
- E_HOMO (eV) = -3.6401
- total charge = -1
- relative energy (zero: lowest compared OMol25 entry of this formula, charge and spin) (kcal/mol) = 18.84

XYZ file:
```
23
Properties=species:S:1:pos:R:3:mulliken_charge:R:1
C -1.989 3.149 -0.532 -0.86
C -0.928 3.721 0.369 0.64
O 0.268 3.122 0.509 -0.59
O -1.119 4.771 0.951 -0.61
H -2.505 2.301 -0.098 0.23
H -1.605 2.780 -1.500 0.26
H -2.610 3.988 -0.813 0.35
C 1.534 -3.537 -0.980 -1.43
C -0.178 -0.046 0.966 0.31
C 0.008 -0.105 -0.442 0.04
C 0.245 -1.182 1.717 -0.53
C 0.487 -1.246 -1.082 -0.78
C 0.838 -2.263 1.091 -0.53
C 0.911 -2.324 -0.321 0.82
O -0.558 1.038 1.566 -0.89
H 0.143 2.194 1.068 0.50
H -0.053 0.768 -1.106 0.21
H 0.127 -1.139 2.787 0.36
H 0.668 -1.316 -2.158 0.20
H 1.205 -3.132 1.624 0.33
H 1.020 -4.464 -0.726 0.32
H 2.596 -3.571 -0.814 0.30
H 1.494 -3.508 -2.075 0.34
```